Entry 1:
DFT (ωB97M-V/def2-TZVPD) results for a 4-piece molecular cluster, C34H65IN5O6PS overall.

Output
**HOMO (alpha / beta)**: -10.2549 / -10.9483 eV
**2S+1**: 4
**Charge**: +1
**<S²>**: 3.76
**HOMO-LUMO gap (alpha / beta)**: 5.43 / 6.12 eV
**DFT total energy**: -3096.45575 hartree

Atoms and positions in Å:
1 H -3.113 -0.058 3.659
2 C -0.976 1.171 -3.612
3 N -0.739 3.060 -5.239
4 H -0.820 -0.872 1.980
5 H -2.505 -4.234 5.171
6 C -5.237 0.715 2.050
7 C 5.299 1.107 -4.548
8 H -2.147 3.604 -2.704
9 O 7.536 -0.027 -5.802
10 H -1.809 -2.134 2.712
11 H -2.640 3.709 -6.975
12 C -1.536 -1.348 -0.594
13 H -3.994 3.905 -5.870
14 C -1.650 -4.904 5.296
15 C 0.699 -1.429 7.197
16 C -0.532 1.596 -5.017
17 C -1.251 -3.890 7.452
18 C 0.934 1.193 -5.255
19 H 0.358 -1.974 8.073
20 C -0.543 -4.223 6.119
21 H 6.117 4.567 -1.994
22 H 2.537 4.388 -3.323
23 H 2.348 -1.839 4.243
24 H 5.838 6.085 -1.064
25 H -1.601 5.619 -5.637
26 C 4.710 2.425 -4.449
27 N -3.231 -0.353 0.997
28 C -4.427 -3.027 1.365
29 H -3.692 3.296 -3.459
30 C 1.160 -2.329 6.031
31 C 1.736 -4.577 7.186
32 H 4.162 5.022 -3.878
33 C -3.257 -2.824 0.407
34 C -2.410 1.580 -3.307
35 H 1.519 -0.796 7.547
36 C -4.375 -0.554 1.939
37 H -6.023 -1.918 2.277
38 O 5.899 1.542 -7.336
39 H 1.230 1.404 -6.287
40 O 0.261 -3.319 4.192
41 H 2.833 -3.640 5.621
42 H -5.767 -1.535 0.590
43 H 8.085 0.244 -6.563
44 H 0.205 -6.069 6.971
45 C 3.920 5.095 -1.713
46 I 3.395 7.209 -1.999
47 H -4.647 1.550 2.437
48 H -2.124 -1.324 -1.514
49 C 0.591 -5.216 6.405
50 H 0.982 -5.629 5.468
51 H 4.633 3.070 -5.351
52 H -2.643 1.338 -2.266
53 H -0.927 -0.281 -6.055
54 H -1.321 -5.216 4.304
55 C -2.625 3.075 -3.537
56 H 2.575 -0.734 5.581
57 C -1.300 0.746 -6.053
58 H 2.954 -2.807 7.153
59 N 4.790 1.032 -2.196
60 O 0.176 3.703 -4.536
61 H 1.095 -0.649 4.626
62 C -2.073 3.622 -4.868
63 C 3.636 4.412 -3.097
64 H -2.613 -3.707 0.441
65 H -0.312 1.604 -2.854
66 H -6.069 0.551 2.738
67 H 3.285 4.715 -0.883
68 O -3.735 0.141 -0.134
69 H 1.637 1.705 -4.593
70 C 2.249 -3.317 6.491
71 P 5.940 0.351 -6.142
72 H 1.068 0.123 -5.085
73 H -1.932 -3.045 7.335
74 H -0.888 0.084 -3.505
75 H -1.169 1.141 -7.062
76 C 5.314 0.383 -3.258
77 H -1.845 -4.742 7.790
78 H -5.072 -3.823 0.983
79 N 4.284 2.235 -2.071
80 H -3.117 1.003 -3.909
81 H -0.655 -2.553 1.488
82 C 5.433 5.064 -1.267
83 H -3.342 2.320 -6.146
84 H -0.962 -0.420 -0.530
85 O 5.833 -0.881 -3.174
86 H 3.450 0.094 -0.367
87 H -4.061 -3.383 2.333
88 N -0.038 -2.992 5.438
89 H -0.107 -0.765 6.876
90 H -2.365 0.658 -5.853
91 H 5.493 4.509 -0.293
92 C 4.223 2.977 -3.179
93 H 6.793 -0.719 -3.037
94 C -3.888 -0.777 3.390
95 H -0.573 -3.675 8.275
96 H -3.669 -2.790 -0.608
97 H 1.429 -4.342 8.209
98 H -1.521 5.508 -3.873
99 C 1.827 -1.335 5.059
100 C -1.381 -1.788 1.776
101 S 4.790 0.087 -0.698
102 H -5.675 1.025 1.101
103 C -3.059 3.362 -6.027
104 C -2.414 -1.557 0.654
105 C -5.243 -1.749 1.528
106 H -2.004 -5.802 5.803
107 H -3.511 -1.779 3.584
108 C -2.058 5.161 -4.757
109 H -0.823 -2.168 -0.707
110 H -4.714 -0.644 4.092
111 H 5.911 2.435 -6.939
112 H 2.555 -5.295 7.281
113 H -3.075 5.548 -4.673

=====

Entry 2:
DFT (ωB97M-V/def2-TZVPD) results for C36H28BeOP2SbSe4 as an isolated structure.

Output
**HOMO**: -4.0612 eV
**Charge**: -1
**HOMO-LUMO gap**: 6.16 eV
**DFT total energy**: -12007.56928 hartree

Atoms and positions in Å:
1 C -4.716 0.930 2.985
2 C 4.721 -0.497 3.278
3 C 3.859 3.010 -2.031
4 C -2.993 0.036 -4.382
5 H -0.376 -0.074 -2.239
6 H 3.607 2.677 0.061
7 C 4.139 1.833 3.332
8 C 3.858 -0.692 2.208
9 H 4.224 2.826 3.754
10 C -1.405 -0.048 -2.583
11 C 3.257 1.636 2.279
12 C -1.306 -3.912 1.265
13 O 0.100 -2.003 0.743
14 P -1.956 -0.010 0.107
15 C -3.703 2.070 0.665
16 C 4.870 0.766 3.835
17 C -3.812 0.226 2.205
18 H -3.478 -0.749 2.533
19 Se -2.134 5.595 1.628
20 H -4.338 -1.766 0.211
21 C -1.679 -0.058 -3.942
22 H -4.668 -4.123 0.879
23 Se -0.281 1.992 2.649
24 C 2.463 0.652 -2.404
25 P 1.946 0.216 0.306
26 C -2.437 0.040 -1.651
27 H 2.394 -5.088 -1.729
28 Se 2.001 5.224 1.538
29 H 5.279 -1.337 3.675
30 C 3.433 2.277 -0.931
31 H 4.375 3.949 -1.871
32 H 5.550 0.913 4.666
33 C 3.122 0.376 1.694
34 H -5.051 0.223 -3.799
35 C -1.131 -2.608 0.819
36 H 0.390 -4.425 -0.490
37 H -0.461 -4.491 1.607
38 C -2.218 -1.801 0.481
39 H 2.664 1.033 -4.502
40 C -4.602 2.775 1.452
41 C -4.026 0.136 -3.459
42 H -4.560 0.235 -1.384
43 H 3.751 -1.684 1.793
44 H -0.865 -0.112 -4.655
45 C 2.172 -1.534 -0.210
46 C -3.674 -3.693 0.875
47 C 2.740 1.085 -1.106
48 H -2.726 -5.465 1.633
49 H 2.682 2.485 1.927
50 C 2.347 -4.099 -1.288
51 C -3.750 0.137 -2.098
52 Se -0.343 2.868 -0.836
53 C 1.149 -2.465 -0.009
54 C -5.119 2.202 2.604
55 H 3.915 3.148 -4.172
56 C 3.411 -3.221 -1.434
57 C 3.592 2.567 -3.317
58 C 3.307 -1.942 -0.907
59 Sb -0.187 4.213 1.345
60 H -4.852 3.791 1.184
61 C 1.212 -3.733 -0.579
62 H -3.255 2.556 -0.195
63 Be -0.138 1.291 0.616
64 H -3.210 0.048 -5.443
65 C -3.486 -2.376 0.488
66 H 4.101 -1.223 -1.071
67 H -5.086 0.492 3.903
68 C 2.889 1.384 -3.502
69 H -5.807 2.763 3.226
70 H 4.298 -3.516 -1.979
71 C -3.316 0.783 1.026
72 C -2.584 -4.448 1.288
73 H 1.909 -0.267 -2.563

=====

Entry 3:
DFT (ωB97M-V/def2-TZVPD) results for C41H37F5MnP2S as an isolated structure.

Output
**HOMO (alpha / beta)**: -13.0909 / -13.1943 eV
**2S+1**: 4
**Charge**: +2
**<S²>**: 4.19
**HOMO-LUMO gap (alpha / beta)**: 6.04 / 5.15 eV
**DFT total energy**: -4314.97315 hartree

Atoms and positions in Å:
1 C -1.974 2.577 5.014
2 H -1.050 -0.692 0.782
3 C -0.684 -1.252 -1.266
4 H -1.962 -0.722 6.149
5 H 0.090 -0.485 -1.410
6 C 3.023 0.803 -8.153
7 H -1.939 -5.871 -7.513
8 C -2.233 -3.872 -6.726
9 H -1.966 2.382 1.881
10 H 4.263 3.858 -7.224
11 H -0.895 1.103 1.345
12 C -0.101 0.622 8.718
13 H -2.692 2.575 4.186
14 C -0.632 -3.134 -5.068
15 H 4.431 3.236 -1.016
16 C 3.487 3.156 -1.561
17 H -2.343 -3.718 -2.993
18 C 3.238 2.034 -2.351
19 H 2.926 0.157 -9.035
20 H -1.817 -0.266 -4.389
21 C 0.325 -0.193 7.640
22 C 2.607 1.214 -5.780
23 C 2.048 1.964 -3.107
24 C -2.285 1.422 5.996
25 C -0.721 -0.367 -4.394
26 H -0.177 1.521 -5.318
27 C -1.937 0.103 5.432
28 C -2.329 -2.335 0.142
29 C -0.258 1.956 3.220
30 C -2.366 0.511 2.877
31 H -3.153 -3.700 -7.290
32 H 0.713 2.164 2.766
33 H 2.225 -1.102 4.437
34 C -2.697 -3.170 -0.923
35 P -0.004 -1.922 -3.817
36 C 3.261 2.452 -5.902
37 C -1.849 -0.285 4.077
38 F -1.163 -1.865 11.134
39 F -0.096 1.978 8.551
40 H 0.555 4.845 -2.095
41 H -3.344 1.493 6.334
42 H -3.296 1.050 3.141
43 C 1.922 -0.254 3.799
44 F -0.904 0.841 10.938
45 H -1.646 -1.361 3.884
46 C -1.733 -2.872 -5.891
47 C 0.122 0.651 -4.729
48 H -2.806 -2.446 1.129
49 C -1.333 -1.357 -0.038
50 C 2.536 0.381 -6.912
51 C 0.072 -1.585 7.704
52 C -0.694 -1.331 9.987
53 H 3.964 1.213 -2.402
54 H 2.723 5.063 -0.859
55 C -0.572 0.059 9.892
56 H -2.126 3.533 5.547
57 F -0.572 -3.493 8.996
58 H 1.031 -4.476 -4.704
59 H 3.384 3.094 -5.028
60 H 0.107 2.851 -3.498
61 H 1.770 -0.564 2.762
62 C 1.061 2.944 -2.973
63 Mn 0.163 0.289 4.404
64 C 3.766 2.882 -7.136
65 F 0.195 -2.361 6.572
66 C -0.393 -2.152 8.895
67 C 1.310 4.063 -2.172
68 C -1.556 -5.089 -6.855
69 H -1.701 1.568 6.925
70 P 1.856 0.529 -4.222
71 H -2.202 -1.891 -5.882
72 C 3.643 2.061 -8.265
73 H 2.651 0.564 3.890
74 C -2.049 -3.072 -2.159
75 H 2.092 -0.613 -6.816
76 C -0.359 -5.296 -6.149
77 H 4.042 2.389 -9.234
78 C 0.100 -4.326 -5.259
79 C -1.027 -2.129 -2.314
80 H -3.492 -3.905 -0.786
81 H -2.645 -0.236 2.106
82 C 2.525 4.180 -1.478
83 C -1.371 1.519 2.251
84 C -0.578 2.459 4.499
85 S 1.114 0.632 6.341
86 H 0.213 -6.213 -6.299
87 H 0.168 3.034 5.051

=====

Entry 4:
DFT (ωB97M-V/def2-TZVPD) results for a 3-piece molecular cluster, CH3NO2S2 overall.

Output
**HOMO (alpha / beta)**: -9.2384 / -9.2387 eV
**Charge**: 0
**HOMO-LUMO gap (alpha / beta)**: 7.45 / 7.45 eV
**DFT total energy**: -1041.45581 hartree

Atoms and positions in Å:
1 S 0.456 1.735 1.631
2 S -0.324 -1.989 -0.953
3 O 1.677 -2.098 2.531
4 H 0.600 -0.968 -0.656
5 H -0.587 1.346 -0.234
6 O -0.118 -0.710 2.776
7 H -1.314 -0.957 -1.163
8 C 0.768 -1.419 2.668
9 N 0.422 1.288 0.040